--- w ---
Density functional theory data (ωB97M-V/def2-TZVPD) for a cluster of 2 separate species, C6H14N2O2 in total.

LUMO level	0.44	eV
structure (SMILES)	CNC(C)=O.CNC(C)=O
Kohn-Sham gap	9.94	eV

XYZ file:
```
24
C6H14N2O2 ωB97M-V/def2-TZVPD
C 2.4282 0.5948 -1.3486
N 1.8941 -0.5925 -0.4580
C 1.6345 -1.8242 -1.1139
C 0.7446 -2.7695 -0.3198
O 2.1425 -2.0390 -2.2000
H 2.4357 1.4387 -0.7729
H 3.4992 0.2165 -1.5246
H 2.0188 0.7925 -2.3084
H 1.2352 -0.1968 0.1682
H 0.0443 -2.5598 0.4451
H 0.0900 -3.4366 -1.0324
H 1.3595 -3.5669 0.2632
C -2.2646 1.6127 -0.8899
N -2.2742 1.1414 0.5116
C -1.1648 1.3004 1.2808
C -1.0076 0.7440 2.6376
O -0.0994 1.8037 0.9681
H -3.0262 1.1071 -1.4709
H -2.8571 2.6214 -0.9629
H -1.3691 1.7710 -1.3405
H -2.5757 0.2055 0.4876
H -1.7297 1.2399 3.3512
H 0.0138 0.7890 3.1687
H -1.1721 -0.3933 2.4606
```

--- x ---
Density functional theory data (ωB97M-V/def2-TZVPD) for a cluster of 2 separate species, C6H14N2O2 in total.

LUMO level	0.48	eV
structure (SMILES)	CNC(C)=O.CNC(C)=O
Kohn-Sham gap	9.88	eV

XYZ file:
```
24
C6H14N2O2 ωB97M-V/def2-TZVPD
C 1.6692 -1.7147 -0.4565
N 0.4287 -1.7025 -1.1931
C 0.0576 -0.7826 -2.1110
C -1.2524 -1.0764 -2.7987
O 0.6907 0.2429 -2.2795
H 2.1911 -0.7711 -0.3485
H 1.4787 -2.1191 0.5420
H 2.3904 -2.4090 -0.9019
H -0.0917 -2.5628 -1.1310
H -1.5197 -0.2555 -3.4462
H -1.1431 -2.0068 -3.3667
H -2.0240 -1.3383 -2.0790
C -0.8688 -0.6203 2.6322
N -0.8812 0.3598 1.5638
C -0.1073 1.4846 1.6290
C 0.0325 2.2255 0.3349
O 0.3939 1.8352 2.6795
H 0.0291 -1.2490 2.5407
H -0.6167 -0.1668 3.5956
H -1.7883 -1.1861 2.6271
H -1.1389 -0.0377 0.6772
H 1.0019 2.6952 0.2627
H -0.2756 1.6622 -0.5287
H -0.7140 3.0353 0.3216
```

--- y ---
Density functional theory data (ωB97M-V/def2-TZVPD) for a cluster of 2 separate species, C6H14N2O2 in total.

LUMO level	0.72	eV
structure (SMILES)	CNC(C)=O.CNC(C)=O
Kohn-Sham gap	9.64	eV

XYZ file:
```
24
C6H14N2O2 ωB97M-V/def2-TZVPD
C 0.8954 1.9061 0.4045
N 1.8083 1.1885 1.2688
C 1.6020 -0.2084 1.4216
C 2.3702 -0.8691 2.6435
O 0.9447 -0.8673 0.7379
H 0.9209 1.7066 -0.6427
H -0.0451 1.9549 1.0245
H 1.1548 3.0460 0.6394
H 2.6469 1.5318 1.4908
H 2.3832 -0.2979 3.4077
H 1.6807 -1.5929 2.9397
H 3.3291 -1.1682 2.2661
C -1.4842 1.3704 -1.7472
N -1.9961 0.0671 -1.1918
C -1.6076 -1.1958 -1.9200
C -1.7972 -2.4295 -1.1174
O -0.9469 -0.9607 -2.9866
H -0.3932 1.4806 -1.4164
H -1.4282 1.3327 -2.9730
H -2.2305 2.1344 -1.4081
H -2.2067 0.0451 -0.2334
H -2.2389 -1.9923 -0.1091
H -2.4238 -3.2449 -1.6218
H -0.9376 -2.9371 -0.8771
```

Most stable: x (next structure +2.308 eV)

--- w ---
Density functional theory data (ωB97M-V/def2-TZVPD) for a cluster of 2 separate species, C6H14N2O2 in total.

LUMO level	0.85	eV
structure (SMILES)	CNC(C)=O.CNC(C)=O
Kohn-Sham gap	10.33	eV

XYZ file:
```
24
C6H14N2O2 ωB97M-V/def2-TZVPD
C -1.4308 -1.8404 -2.0638
N -2.0798 -1.2782 -0.8736
C -1.3493 -1.1107 0.2711
C -1.7852 0.0109 1.1487
O -0.3453 -1.7886 0.4390
H -1.2351 -2.9015 -1.9393
H -2.0337 -1.7308 -2.9637
H -0.4619 -1.3152 -2.0947
H -2.6078 -0.4398 -1.0926
H -2.4511 0.7729 0.7339
H -2.1502 -0.3025 2.1281
H -0.8793 0.5938 1.3199
C 0.7921 2.9513 0.5728
N 1.4173 1.6955 0.9342
C 1.5856 0.6907 -0.0478
C 2.3043 -0.4795 0.6240
O 1.0073 0.7740 -1.1006
H -0.1260 3.1434 1.1480
H 1.4942 3.7705 0.7189
H 0.6476 2.8675 -0.5072
H 1.8682 1.5611 1.8246
H 3.2322 -0.0672 1.0388
H 2.5709 -1.2886 -0.0499
H 1.6373 -0.9065 1.3655
```

--- x ---
Density functional theory data (ωB97M-V/def2-TZVPD) for the molecule C6H14N2O2.

LUMO level	0.73	eV
structure (SMILES)	NCCCC[C@H](N)C(=O)O
Kohn-Sham gap	10.08	eV

XYZ file:
```
24
C6H14N2O2 ωB97M-V/def2-TZVPD
N 1.9020 -0.3409 -3.2885
C 1.8767 0.2251 -1.9715
C 0.5612 0.2220 -1.1893
C 0.6743 0.8952 0.1980
C -0.6505 1.0560 0.9144
C -1.5072 -0.2744 1.1897
N -2.7509 0.0003 1.8023
C -0.6971 -1.2038 2.0374
O -0.5742 -1.1747 3.2227
O 0.0070 -2.0777 1.2510
H 1.1086 0.1357 -3.7493
H 1.5418 -1.2745 -3.3513
H 2.3041 1.2506 -2.0298
H 2.6068 -0.2732 -1.2944
H -0.1061 0.8640 -1.8401
H 0.1176 -0.7978 -1.1883
H 1.3090 0.2641 0.8696
H 1.1642 1.8581 0.0564
H -1.2869 1.8114 0.4068
H -0.4869 1.5013 1.9277
H -1.7164 -0.8538 0.2591
H -3.3129 0.6684 1.2756
H -2.6464 0.2362 2.7669
H 0.5618 -2.7175 1.7247
```

Most stable: w (next structure +0.316 eV)

--- w ---
Density functional theory data (ωB97M-V/def2-TZVPD) for a cluster of 2 separate species, C6H14N2O2 in total.

LUMO level	0.51	eV
structure (SMILES)	CNC(C)=O.CNC(C)=O
Kohn-Sham gap	9.61	eV

XYZ file:
```
24
C6H14N2O2 ωB97M-V/def2-TZVPD
C 0.9280 0.1479 -2.3955
N -0.2852 -0.6368 -2.5527
C -0.7134 -1.3968 -1.5100
C -1.6909 -2.4871 -1.8165
O -0.5782 -1.0557 -0.3403
H 1.3634 0.0265 -1.4086
H 1.7171 -0.1307 -3.0912
H 0.7429 1.2038 -2.5707
H -0.3661 -1.0444 -3.4732
H -2.5235 -2.1251 -2.4243
H -1.2145 -3.3086 -2.3650
H -2.2346 -3.0291 -1.0435
C -1.1333 0.5343 2.9890
N 0.0053 0.5714 2.0727
C 0.7937 1.6866 2.1227
C 1.9676 1.6630 1.1717
O 0.6424 2.6107 2.8978
H -2.0263 0.1317 2.5186
H -0.8756 -0.1099 3.8302
H -1.2730 1.5259 3.4062
H -0.1360 0.1334 1.1669
H 2.3040 2.6936 1.0648
H 2.8878 1.1945 1.5265
H 1.6987 1.2008 0.2245
```

--- x ---
Density functional theory data (ωB97M-V/def2-TZVPD) for a cluster of 2 separate species, C6H14N2O2 in total.

LUMO level	0.71	eV
structure (SMILES)	CC(=O)N(C)N.CC(C)=O
Kohn-Sham gap	8.64	eV

XYZ file:
```
24
C6H14N2O2 ωB97M-V/def2-TZVPD
C -1.1718 0.1104 1.9751
C -1.1545 -0.3275 0.5262
O -2.0362 0.0443 -0.2437
N -0.3542 -1.5339 0.2532
C -0.4735 -2.2057 -1.0327
N 0.3316 -2.2255 1.2674
H -1.5498 1.1357 2.0187
H -1.8432 -0.5336 2.5470
H -0.1755 0.0979 2.4195
H -1.1242 -1.6396 -1.7026
H 0.5201 -2.2853 -1.4837
H -0.8892 -3.2072 -0.8841
H 0.9675 -1.5736 1.7312
H 0.9379 -2.9308 0.8427
C 1.1067 2.2566 0.3113
C 0.9884 1.1224 -0.6791
C 0.3207 1.4399 -1.9960
O 1.7284 0.1250 -0.5730
H 1.3526 1.8561 1.2976
H 0.1633 2.8039 0.3777
H 1.9000 2.9375 -0.0064
H -0.3606 2.2878 -1.8917
H 1.0802 1.6657 -2.7491
H -0.2649 0.5793 -2.3254
```

Most stable: w (next structure +1.861 eV)